(1)
{
  "formula": "H24O12",
  "method": "the ωB97M-V functional and the def2-TZVPD basis",
  "total_energy_ev": -24957.145,
  "e_lumo_ev": 0.1,
  "fmax_ev_per_a": 8.09,
  "smiles": "O.O.O.O.O.O.O.O.O.O.O.O",
  "e_above_lowest_kj_mol": 439.0,
  "homo_lumo_gap_ev": 10.55,
  "homo_ha": -0.384,
  "species": ["O", "H", "H", "O", "H", "H", "O", "H", "H", "O", "H", "H", "O", "H", "H", "O", "H", "H", "O", "H", "H", "O", "H", "H", "O", "H", "H", "O", "H", "H", "O", "H", "H", "O", "H", "H"],
  "positions_angstrom": [[2.2086, -1.3199, 0.5794], [2.2618, -1.7711, 1.4228], [2.0684, -1.9184, -0.2139], [0.1583, -2.0832, 1.8027], [0.4570, -2.0519, 0.8871], [0.4207, -1.2423, 2.1379], [4.1383, 1.4291, -1.9059], [3.3740, 1.0230, -1.5346], [4.8733, 0.7536, -1.6874], [-2.6216, 1.1123, 3.0314], [-3.4586, 0.6011, 2.8431], [-2.2338, 1.0804, 2.1182], [-1.9592, -3.1294, -1.1609], [-1.3710, -2.5140, -1.5144], [-1.6935, -2.9647, -0.1612], [-1.2733, 4.0449, 0.4004], [-1.7442, 4.9321, 0.4203], [-1.5480, 3.3304, 0.9775], [-3.0449, -1.3051, -0.3674], [-3.0255, -0.6035, 0.1967], [-3.5180, -1.9905, 0.1029], [0.5085, -3.8305, -1.1009], [-0.4163, -4.1656, -1.2106], [0.8277, -4.1390, -0.2756], [-0.6033, 0.9383, 0.5756], [-0.5474, 1.4657, -0.2018], [0.1421, 0.7682, 1.0153], [1.3279, 1.8527, 2.6187], [1.3855, 2.0013, 3.6223], [1.1723, 2.7407, 2.2832], [-0.3289, 2.1785, -2.8733], [-0.6949, 1.7532, -3.7626], [-0.4010, 3.1343, -2.9060], [1.6456, 0.0774, -1.6819], [1.5229, -0.6972, -2.0585], [0.8997, 0.7539, -1.8434]],
  "lowdin_charge": [-0.09, 0.04, 0.06, -0.06, -0.01, 0.01, -0.10, -0.05, 0.08, -0.10, 0.06, 0.00, -0.10, 0.00, 0.11, -0.09, 0.08, 0.01, -0.02, -0.03, 0.06, -0.07, 0.04, 0.01, 0.03, 0.02, -0.06, -0.07, 0.09, 0.03, -0.09, 0.13, 0.04, -0.01, -0.04, 0.07]
}



(2)
{
  "formula": "BrH3O3Si",
  "method": "the ωB97M-V functional and the def2-TZVPD basis",
  "total_energy_ev": -84114.394,
  "e_lumo_ev": -0.1,
  "fmax_ev_per_a": 5.41,
  "e_above_lowest_kj_mol": 182.4,
  "homo_lumo_gap_ev": 10.04,
  "homo_ha": -0.372,
  "species": ["O", "O", "O", "Si", "Br", "H", "H", "H"],
  "positions_angstrom": [[0.7006, -1.7312, -0.2036], [0.6308, 0.9358, 1.1717], [-0.3398, 1.1323, -1.1959], [-0.3398, 0.1987, 0.1024], [-2.3627, -0.7047, 0.4211], [0.0524, -2.2543, -0.6125], [1.4470, 0.4792, 1.5364], [0.2116, 1.9441, -1.2196]],
  "lowdin_charge": [-0.32, -0.15, -0.14, 0.07, 0.42, -0.10, 0.12, 0.10]
}



(3)
{
  "formula": "CH3NOS",
  "method": "the ωB97M-V functional and the def2-TZVPD basis",
  "total_energy_ev": -15455.198,
  "e_lumo_ev": [-1.2, -1.2],
  "fmax_ev_per_a": 4.04,
  "e_above_lowest_kj_mol": 348.5,
  "homo_lumo_gap_ev": [6.28, 6.28],
  "homo_ha": [-0.274, -0.274],
  "species": ["C", "N", "O", "S", "H", "H", "H"],
  "positions_angstrom": [[2.0079, 0.2416, -0.2393], [-1.8845, 0.3588, -1.1865], [2.5921, 0.9534, 0.4587], [-0.9323, 0.6278, 0.1793], [0.7381, 0.1482, -0.2447], [-1.6413, -0.3940, -1.8061], [-2.8799, 0.4874, -1.1156]],
  "lowdin_charge": [0.00, -0.51, 0.11, 0.52, -0.14, 0.01, 0.01]
}



(4)
{
  "formula": "C29H23F2N5O3Tl",
  "method": "the ωB97M-V functional and the def2-TZVPD basis",
  "total_energy_ev": -54158.992,
  "charge": 1,
  "e_lumo_ev": -3.5,
  "fmax_ev_per_a": 1.41,
  "e_above_lowest_kj_mol": 80.0,
  "homo_lumo_gap_ev": 7.25,
  "homo_ha": -0.395,
  "species": ["Tl", "O", "C", "C", "C", "C", "N", "C", "C", "C", "C", "C", "C", "O", "C", "C", "N", "H", "H", "H", "H", "H", "H", "H", "H", "H", "H", "H", "H", "F", "C", "C", "C", "C", "C", "F", "C", "C", "C", "C", "C", "C", "N", "H", "H", "H", "H", "H", "H", "O", "N", "N", "C", "C", "C", "C", "C", "C", "H", "H", "H", "H", "H"],
  "positions_angstrom": [[0.5840, 1.2173, -0.0443], [-1.2585, -4.6191, -4.0360], [-2.1041, -3.4910, -4.0519], [-1.5418, -2.4417, -3.1361], [-2.2393, -1.2632, -2.9030], [-1.6836, -0.3092, -2.0755], [-0.5062, -0.4840, -1.4726], [0.1712, -1.6156, -1.6823], [-0.3144, -2.6138, -2.5136], [1.4819, -1.7583, -0.9747], [2.1347, -2.9773, -0.9022], [3.3381, -3.0880, -0.2167], [4.0335, -4.4271, -0.1445], [4.0888, -5.0618, -1.4045], [3.8548, -1.9511, 0.3854], [3.1481, -0.7681, 0.2883], [1.9966, -0.6708, -0.3748], [-1.6247, -5.3007, -4.6074], [-3.1170, -3.7395, -3.7170], [-2.1828, -3.0630, -5.0580], [-3.2019, -1.0793, -3.3620], [-2.1967, 0.6216, -1.8741], [0.2407, -3.5186, -2.7020], [1.7188, -3.8566, -1.3710], [3.4515, -5.0894, 0.4989], [5.0215, -4.3147, 0.3094], [4.7763, -4.6534, -1.9412], [4.7899, -1.9769, 0.9287], [3.5168, 0.1369, 0.7548], [-2.8732, -1.3802, 3.3190], [-1.7307, -0.6925, 3.2148], [-1.2988, -0.2897, 1.9645], [-0.1113, 0.4133, 1.8704], [0.6504, 0.7198, 2.9983], [0.1450, 0.3080, 4.2329], [0.7915, 0.6163, 5.3714], [-1.0316, -0.3974, 4.3670], [1.9229, 1.4743, 2.8450], [2.9311, 1.4991, 3.8110], [4.0830, 2.2280, 3.5799], [4.2277, 2.9301, 2.3922], [3.2065, 2.8409, 1.4699], [2.0950, 2.1318, 1.6877], [-1.9061, -0.5202, 1.0983], [-1.3912, -0.6941, 5.3415], [2.8138, 0.9497, 4.7295], [4.8647, 2.2483, 4.3277], [5.1046, 3.5246, 2.1818], [3.2668, 3.3585, 0.5198], [-0.5164, 3.4535, -1.9711], [-0.7323, 2.6847, -1.0326], [-1.8119, 2.4767, -0.4135], [-3.0037, 3.1745, -0.7436], [-3.2559, 3.9436, -1.8816], [-4.5154, 4.5074, -2.0488], [-5.5115, 4.3266, -1.1045], [-5.2589, 3.5595, 0.0277], [-4.0174, 2.9819, 0.2011], [-2.4895, 4.1078, -2.6189], [-4.7098, 5.1043, -2.9302], [-6.4829, 4.7813, -1.2463], [-6.0315, 3.4125, 0.7705], [-3.7990, 2.3732, 1.0691]],
  "lowdin_charge": [1.21, -0.05, -0.20, -0.15, 0.02, -0.08, 0.04, -0.18, 0.07, -0.16, 0.07, -0.15, -0.20, -0.03, 0.02, -0.09, 0.03, 0.10, 0.14, 0.14, 0.13, 0.10, 0.12, 0.13, 0.14, 0.13, 0.10, 0.13, 0.11, 0.09, -0.26, -0.04, -0.19, -0.13, -0.20, 0.08, 0.09, -0.21, 0.02, -0.03, -0.04, -0.12, 0.01, 0.11, 0.14, 0.12, 0.12, 0.12, 0.12, -0.06, -0.36, 0.02, -0.25, -0.02, -0.07, -0.08, -0.08, -0.03, 0.09, 0.11, 0.11, 0.11, 0.11]
}



(5)
{
  "formula": "C2H5N3O2",
  "method": "the ωB97M-V functional and the def2-TZVPD basis",
  "total_energy_ev": -10718.311,
  "e_lumo_ev": 0.9,
  "fmax_ev_per_a": 4.42,
  "smiles": "N#[N+][O-].CC(N)=O",
  "e_above_lowest_kj_mol": 337.6,
  "homo_lumo_gap_ev": 10.66,
  "homo_ha": -0.359,
  "species": ["C", "C", "N", "N", "N", "O", "O", "H", "H", "H", "H", "H"],
  "positions_angstrom": [[-0.1853, 0.3406, -0.2862], [-0.6528, 1.3420, -1.3536], [0.9224, -1.1654, 2.6197], [-0.2645, -0.9246, -0.6235], [0.9472, -1.8444, 1.7726], [0.3327, 0.6777, 0.7384], [0.9978, -0.3288, 3.4275], [-1.1699, 0.7230, -2.0635], [0.2510, 1.9095, -1.8504], [-1.1266, 2.2276, -0.8237], [-0.2615, -1.3396, -1.5082], [0.2094, -1.6175, -0.0492]],
  "lowdin_charge": [-0.64, -0.01, -0.30, 0.15, 0.23, 0.04, 0.11, 0.05, 0.12, 0.10, 0.09, 0.06]
}



(6)
{
  "formula": "CH5N2S",
  "method": "the ωB97M-V functional and the def2-TZVPD basis",
  "total_energy_ev": -14921.714,
  "charge": 1,
  "e_lumo_ev": [-6.1, -6.0],
  "fmax_ev_per_a": 5.09,
  "e_above_lowest_kj_mol": 458.5,
  "homo_lumo_gap_ev": [9.07, 9.08],
  "homo_ha": [-0.556, -0.556],
  "species": ["C", "N", "N", "S", "H", "H", "H", "H", "H"],
  "positions_angstrom": [[0.2917, -0.3661, 0.2314], [-1.7683, 0.4831, 0.3320], [1.2607, 0.3785, -0.0557], [2.9364, 0.0028, -0.1860], [0.2411, -1.4026, 0.5024], [-2.2575, -0.3465, 0.0131], [-1.7109, 1.1634, -0.4259], [1.1036, 1.3749, -0.2477], [2.8236, -1.3160, 0.0752]],
  "lowdin_charge": [0.10, 0.16, -0.38, 0.93, 0.10, 0.02, 0.02, 0.14, -0.08]
}



(7)
{
  "formula": "C17H23N7O3",
  "method": "the ωB97M-V functional and the def2-TZVPD basis",
  "total_energy_ev": -34577.712,
  "e_lumo_ev": 0.7,
  "fmax_ev_per_a": 0.85,
  "smiles": "CNc1nc(OCCNC(=O)Nc2ccccc2)nc(N2CCOCC2)n1",
  "e_above_lowest_kj_mol": 0.0,
  "homo_lumo_gap_ev": 9.01,
  "homo_ha": -0.307,
  "species": ["C", "N", "C", "N", "C", "N", "C", "N", "O", "C", "H", "H", "C", "N", "C", "O", "N", "C", "C", "C", "C", "C", "C", "H", "H", "H", "H", "H", "H", "H", "H", "H", "N", "C", "H", "C", "H", "O", "C", "H", "C", "H", "H", "H", "H", "H", "H", "H", "H", "H"],
  "positions_angstrom": [[-0.9072, -2.1478, -1.7484], [-0.9238, -0.7182, -1.6078], [0.0240, -0.0070, -0.9899], [1.0853, -0.6244, -0.4766], [1.9760, 0.1789, 0.1105], [1.8555, 1.5100, 0.2159], [0.7633, 2.0120, -0.3362], [-0.1827, 1.3175, -0.9421], [0.6529, 3.3389, -0.2454], [-0.5497, 3.9193, -0.7346], [-0.2777, 4.9048, -1.1175], [-0.9570, 3.2939, -1.5326], [-1.5874, 4.0551, 0.3921], [-1.8105, 2.8033, 1.0799], [-2.5656, 1.8302, 0.4661], [-3.3133, 2.0656, -0.4555], [-2.4355, 0.6047, 1.0823], [-3.0546, -0.6000, 0.7566], [-2.6523, -1.7455, 1.4429], [-3.2355, -2.9674, 1.1687], [-4.2257, -3.0677, 0.2049], [-4.6255, -1.9319, -0.4794], [-4.0511, -0.7029, -0.2110], [-4.3676, 0.1800, -0.7400], [-5.3982, -1.9999, -1.2309], [-4.6814, -4.0227, -0.0086], [-2.9142, -3.8453, 1.7098], [-1.8770, -1.6733, 2.1935], [-1.7484, 0.5327, 1.8194], [-1.0327, 2.5008, 1.6482], [-2.5377, 4.3696, -0.0424], [-1.2523, 4.7877, 1.1291], [3.0489, -0.3881, 0.6892], [3.3864, -1.7751, 0.4705], [2.5232, -2.2789, 0.0389], [4.5958, -1.8549, -0.4695], [4.9484, -2.8831, -0.5646], [5.6820, -1.1113, 0.0351], [5.3399, 0.2475, 0.2030], [6.2310, 0.7390, 0.5958], [4.1574, 0.4071, 1.1659], [3.8369, 1.4464, 1.2200], [4.4431, 0.0438, 2.1590], [5.0756, 0.6910, -0.7690], [4.3070, -1.4736, -1.4611], [3.6447, -2.2258, 1.4349], [-1.7280, -0.1986, -1.9244], [-0.9114, -2.4270, -2.8045], [-1.7758, -2.5931, -1.2596], [0.0024, -2.5160, -1.2808]],
  "lowdin_charge": [-0.06, 0.03, -0.40, 0.19, -0.35, 0.20, -0.43, 0.18, 0.01, -0.15, 0.13, 0.11, -0.15, 0.06, -0.56, 0.07, 0.14, -0.25, -0.04, -0.10, -0.11, -0.08, -0.03, 0.10, 0.10, 0.10, 0.10, 0.11, 0.14, 0.13, 0.12, 0.12, -0.06, -0.12, 0.11, -0.19, 0.13, -0.13, -0.18, 0.13, -0.12, 0.11, 0.13, 0.13, 0.13, 0.13, 0.14, 0.08, 0.07, 0.07]
}